# 1
C17H44Be2N4Na2O7 | ωB97M-V with the def2-TZVPD basis set

Geometry as XYZ:
```
76
Properties=species:S:1:pos:R:3:forces:R:3:lowdin_charge:R:1
Be 0.764 -3.606 -1.274 1.04 1.23 -1.12 1.128
Be -1.657 -4.574 2.166 -0.05 1.14 -0.20 0.910
Na 1.811 -1.672 2.227 -0.26 0.79 0.19 0.680
Na -3.871 -2.859 -0.610 -0.13 0.45 -0.56 0.709
C -0.989 -2.050 0.404 1.06 -0.03 -0.71 -1.140
O -1.449 -2.547 -0.601 -3.30 -5.56 -5.98 -0.076
O -1.542 -2.211 1.479 -2.29 -1.39 4.99 -0.090
O 0.055 -1.475 0.184 6.40 2.26 1.25 -0.031
C 3.204 -4.468 -4.162 0.17 0.62 -0.80 -0.025
C 3.629 -4.626 -2.731 -0.88 0.57 0.84 -0.351
C 3.850 -3.303 -1.978 1.28 -0.42 0.10 -0.184
O 2.760 -2.441 -2.127 -2.79 0.46 1.04 -0.217
C 2.903 -1.199 -1.364 0.47 0.18 -0.68 -0.035
N 2.542 -5.289 -1.966 -1.55 0.68 0.54 0.087
H 2.203 -4.056 -4.286 -0.13 -0.03 0.19 0.087
H 3.278 -5.381 -4.754 -0.04 -0.13 0.26 0.110
H 3.868 -3.753 -4.649 0.10 -0.02 -0.06 0.112
H 4.465 -5.325 -2.703 0.49 0.45 0.34 0.175
H 4.722 -2.761 -2.342 0.23 -0.25 0.00 0.160
H 3.901 -3.421 -0.895 0.85 -0.72 0.16 0.129
H 2.378 -0.504 -2.019 0.27 0.40 0.60 0.115
H 3.944 -0.947 -1.160 0.33 0.03 -1.13 0.115
H 2.572 -1.166 -0.326 -1.10 -0.70 -0.11 0.052
H 2.834 -5.630 -1.061 0.40 -0.13 0.21 0.098
H 2.302 -6.107 -2.508 -0.90 -0.33 -0.05 0.117
C -3.356 0.819 -0.378 -0.17 0.42 0.78 -0.025
C -3.277 0.597 -1.845 -0.24 0.27 -1.09 -0.397
C -2.149 1.285 -2.626 -0.28 -0.41 -0.89 -0.139
O -2.389 0.975 -4.019 -0.29 -0.24 2.41 -0.153
C -1.381 1.474 -4.802 0.13 -0.11 -2.97 -0.107
N -3.185 -0.817 -2.170 -0.47 -0.38 0.18 0.063
H -3.409 -0.109 0.191 0.00 -0.29 -0.06 0.064
H -4.295 1.339 -0.186 0.34 0.32 0.50 0.109
H -2.485 1.348 0.008 -0.09 0.34 0.08 0.056
H -4.206 0.924 -2.312 -0.05 0.18 0.01 0.159
H -1.204 0.816 -2.351 0.43 -0.10 0.18 0.109
H -1.996 2.363 -2.570 -0.49 0.24 0.51 0.149
H -1.520 1.024 -5.785 -0.08 -0.21 -0.13 0.108
H -0.358 1.187 -4.557 0.07 0.39 0.76 0.099
H -1.561 2.520 -5.049 0.54 0.45 0.60 0.119
H -2.375 -1.229 -1.729 0.54 0.21 -0.27 0.026
H -3.011 -0.727 -3.161 -0.02 -1.13 -0.59 0.088
C 0.978 1.931 -0.440 -0.16 0.96 0.18 -0.035
C 1.846 1.640 0.769 -1.27 0.66 -0.23 -0.386
C 2.072 2.880 1.595 1.48 0.81 -0.23 -0.174
O 2.798 3.829 0.813 0.09 -0.27 1.16 -0.089
C 2.912 5.116 1.431 -0.49 1.08 -1.17 -0.027
N 1.103 0.683 1.618 1.15 -1.05 0.22 0.056
H 0.843 1.052 -1.070 0.07 0.16 -0.11 0.059
H 1.364 2.803 -0.968 0.14 -0.33 -0.45 0.103
H 0.009 2.257 -0.060 -0.35 -0.13 -0.09 0.074
H 2.815 1.350 0.362 0.21 -0.75 0.63 0.142
H 2.671 2.662 2.479 0.19 -0.25 0.30 0.152
H 1.157 3.308 2.004 -0.58 0.25 -0.20 0.129
H 3.522 5.810 0.852 0.20 -0.67 -0.58 0.112
H 3.279 5.289 2.443 -0.24 -1.19 0.41 0.117
H 1.905 5.511 1.300 -0.36 0.46 0.57 0.112
H 0.490 0.126 1.039 -0.07 -0.07 -0.22 0.014
H 0.496 1.108 2.304 0.35 0.46 0.05 0.049
C -2.415 0.597 5.688 -0.53 -0.46 -1.17 0.026
C -2.326 0.178 4.124 0.03 2.37 2.64 -0.353
C -2.002 1.352 3.201 -0.03 -0.26 0.49 -0.177
O -2.801 2.501 3.227 0.71 -1.02 0.27 -0.032
C -2.336 3.463 2.336 -0.24 1.37 -0.02 -0.052
N -1.333 -0.837 3.925 -0.88 -0.43 -0.99 0.090
H -2.556 -0.342 6.223 -0.11 0.14 0.17 0.083
H -3.294 1.229 5.815 0.00 -0.11 0.03 0.092
H -1.563 1.120 6.122 0.28 -0.09 -0.54 0.093
H -3.343 -0.127 3.877 -0.42 -0.44 0.06 0.167
H -2.033 1.019 2.164 0.33 -0.41 -0.64 0.115
H -0.969 1.611 3.433 0.35 0.36 0.05 0.136
H -1.918 3.127 1.387 -1.00 -0.76 -0.63 0.081
H -1.412 3.974 2.608 0.34 0.24 1.34 0.110
H -3.115 4.225 2.304 0.15 -0.12 -0.56 0.131
H -1.642 -1.191 3.031 1.06 -0.22 -1.22 0.023
H -1.525 -1.673 4.460 0.05 0.19 1.22 0.095
```
Forces are in eV/Å.

Calculated values
**Charge**: +4
**E_LUMO**: -16.70 eV
**HOMO level**: -18.62 eV

=====

# 2
C17H45CuO16S5 | ωB97M-V with the def2-TZVPD basis set

Geometry as XYZ:
```
84
Properties=species:S:1:pos:R:3:forces:R:3:lowdin_charge:R:1
Cu 0.975 2.461 -3.864 -0.13 -0.83 0.58 0.669
C 0.506 1.850 0.429 0.70 0.80 0.11 -0.060
C -0.255 1.325 -0.729 -0.03 0.37 -0.93 -0.290
O 0.069 1.944 -1.970 -0.60 -0.77 0.98 -0.013
H 0.175 1.361 1.345 0.33 -0.14 0.00 0.080
H 0.402 2.925 0.578 -0.27 0.02 -0.06 0.092
H 1.555 1.693 0.178 0.21 -0.16 0.65 0.066
H -1.316 1.202 -0.514 -0.54 0.74 -0.66 0.109
H -0.031 0.262 -0.812 0.48 -0.51 -0.74 0.131
O 5.431 -3.500 -2.169 -0.18 1.34 1.28 -0.288
S 5.631 -2.753 -0.937 0.76 -1.06 -1.21 0.657
O 6.989 -2.397 -0.564 -2.03 0.13 -0.12 -0.266
O 4.623 -1.441 -1.034 1.00 -1.79 -1.69 -0.294
C 4.703 -0.505 -0.026 1.02 1.58 1.88 -0.328
C 4.581 0.936 -0.566 -0.15 -1.55 0.57 -0.028
C 4.760 -3.609 0.374 1.08 0.58 -0.89 -0.098
H 5.690 -0.512 0.437 0.22 -0.36 0.06 0.116
H 4.015 -0.815 0.761 -0.44 0.51 0.09 0.118
H 3.557 1.048 -0.921 0.23 0.55 -0.49 0.054
H 5.385 0.992 -1.301 -0.48 0.42 -0.38 0.099
H 4.803 1.638 0.237 -0.11 -0.11 -0.15 0.056
H 3.752 -3.649 -0.038 -0.07 -0.06 0.68 0.075
H 4.973 -2.968 1.230 -0.64 -0.35 0.30 0.070
H 5.216 -4.593 0.474 -0.10 0.11 0.07 0.085
O 3.270 5.396 1.800 -0.80 0.79 -0.20 -0.273
S 2.995 4.605 2.943 1.01 -2.72 1.25 0.682
O 3.470 4.974 4.276 -1.06 -0.49 -2.06 -0.281
O 1.368 4.188 3.025 2.32 1.18 -1.49 -0.265
C 0.941 3.851 4.300 -2.06 -1.01 2.13 -0.349
C 0.419 5.040 5.116 0.47 0.11 -0.24 -0.054
C 3.720 2.889 2.467 -0.73 2.23 0.82 -0.072
H 1.569 3.117 4.805 1.05 0.79 0.31 0.117
H 0.098 3.165 4.213 -0.55 0.18 -0.83 0.114
H -0.432 5.501 4.614 0.04 -0.10 -0.26 0.080
H 1.186 5.808 5.213 0.00 -0.09 0.22 0.072
H 0.045 4.751 6.099 0.30 -0.20 0.02 0.084
H 3.063 2.177 2.966 0.53 -0.24 -0.10 0.052
H 4.739 2.994 2.839 -0.14 -0.49 0.26 0.066
H 3.759 2.821 1.380 -0.49 0.12 0.28 0.022
O 2.401 -1.356 -5.717 -0.56 1.09 1.50 -0.235
S 1.825 -0.757 -4.534 -1.75 -4.46 0.17 0.727
O 1.907 0.676 -4.348 -0.80 0.48 -0.17 -0.325
O 0.221 -1.300 -4.382 1.53 1.47 -0.43 -0.301
C -0.130 -2.744 -4.467 -1.28 0.88 -0.60 -0.221
C -1.190 -3.152 -3.414 1.29 -1.51 -0.23 -0.060
C 2.350 -1.547 -2.972 0.06 0.32 -0.83 -0.069
H 0.725 -3.401 -4.624 0.37 0.19 1.01 0.124
H -0.630 -2.900 -5.423 -0.09 0.59 -0.18 0.120
H -2.222 -2.804 -3.447 0.44 0.75 -0.38 0.087
H -0.853 -3.270 -2.383 0.24 0.66 0.08 0.056
H -1.267 -4.201 -3.699 -0.36 -0.38 -0.02 0.085
H 3.276 -2.086 -3.176 0.29 0.52 0.38 0.069
H 1.613 -2.281 -2.647 -0.11 0.17 -0.36 0.066
H 2.355 -0.722 -2.259 0.60 -0.28 0.02 0.051
O -2.400 -5.309 1.752 0.54 2.40 -0.41 -0.272
S -2.536 -3.862 1.758 -1.33 0.67 1.07 0.718
O -3.309 -3.238 2.846 1.51 -0.83 -2.10 -0.307
O -1.006 -3.111 1.729 -1.82 -1.48 0.41 -0.266
C -0.974 -1.725 2.002 1.97 2.34 1.30 -0.289
C -0.014 -1.257 3.215 -0.66 -2.26 0.10 -0.043
C -3.131 -3.204 0.109 0.58 -0.44 0.63 -0.086
H -1.904 -1.210 2.245 -0.46 -0.73 -0.49 0.107
H -0.498 -1.262 1.138 -0.36 0.02 -0.41 0.086
H -0.571 -1.107 4.140 -0.30 0.68 -0.26 0.072
H 0.713 -0.469 3.020 -0.45 0.15 -0.31 0.050
H 0.564 -2.121 3.543 0.37 -0.21 -0.44 0.070
H -3.064 -2.118 0.181 0.29 -0.10 -0.05 0.050
H -4.143 -3.437 -0.222 -0.07 -0.43 0.81 0.076
H -2.458 -3.645 -0.627 0.16 0.28 0.10 0.044
O -7.363 1.637 -2.936 1.52 -0.76 0.49 -0.299
S -6.746 0.409 -2.458 -1.04 -0.48 -1.48 0.661
O -6.266 -0.599 -3.432 -0.29 2.33 2.53 -0.305
O -5.553 0.719 -1.364 -0.78 -1.38 -2.15 -0.304
C -5.672 1.709 -0.357 3.11 0.39 0.08 -0.220
C -4.113 2.053 -0.034 -2.03 0.73 0.38 -0.047
C -8.025 -0.320 -1.441 0.71 -0.30 -0.64 -0.112
H -6.163 1.255 0.504 -0.16 0.46 0.03 0.115
H -6.095 2.625 -0.769 -0.46 -0.18 0.31 0.119
H -4.126 2.740 0.812 0.02 -0.07 0.27 0.069
H -3.688 2.660 -0.834 -0.06 -0.41 -0.31 0.071
H -3.466 1.218 0.232 -0.41 -0.24 -0.21 0.046
H -8.953 -0.249 -2.007 0.14 0.19 0.02 0.080
H -8.074 0.265 -0.523 -0.09 -0.43 0.06 0.065
H -7.747 -1.373 -1.381 -0.13 0.10 0.69 0.070
```
Forces are in eV/Å.

Calculated values
**Energy above the lowest of the compared OMol25 structures with the same formula, charge and spin**: 0.0 kcal per mole
**Charge**: +1
**Spin multiplicity**: 2
**E_LUMO (spin up / spin down)**: -4.53 / -6.35 eV
**HOMO level (spin up / spin down)**: -13.21 / -13.21 eV